No. 1
# C15H13NO4S

The molecule C15H13NO4S (ωB97M-V/def2-TZVPD, OMol25).

Last column: Löwdin charge in e.
Atoms and positions in Å:
O  -3.82179  -0.74832  0.72743  -0.004
O  2.24621  -2.66414  4.19510  0.074
O  3.74025  -3.05111  2.67986  0.099
C  0.16978  1.95699  -0.38753  0.014
C  -0.86285  1.67395  -1.01032  0.001
O  -0.80625  -0.86623  -2.97254  0.120
S  -3.38617  1.27694  -0.83135  1.123
C  -3.15373  -0.34919  -0.23025  -0.628
C  -2.32350  -1.18791  -1.13835  -0.165
C  -1.62537  -0.37467  -1.99200  -0.288
C  1.28154  -0.59491  2.71538  0.018
C  3.54307  -0.29444  1.85234  0.023
C  0.94518  0.62727  2.08748  -0.023
C  3.17179  0.90594  1.19352  -0.018
C  2.60343  -1.10715  2.61407  -0.141
C  1.83469  1.43356  1.30152  -0.209
N  2.90771  -2.35041  3.20362  -0.377
C  -2.14990  -2.67965  -0.92262  -0.011
C  1.34047  2.49241  0.35877  -0.153
C  -2.15318  1.70388  -3.21801  -0.057
C  -1.98809  1.01963  -1.80667  -0.759
H  -0.53334  -0.13221  -3.49133  0.084
H  0.42562  -1.01469  3.25002  0.123
H  4.53616  -0.64459  1.73768  0.095
H  -0.04083  0.97422  2.37760  0.116
H  3.87817  1.46481  0.47700  0.134
H  -2.98152  -3.25553  -1.33338  0.085
H  -1.23319  -2.95564  -1.45295  0.077
H  -2.04154  -2.88920  0.17414  0.101
H  1.02251  3.32756  0.98700  0.125
H  2.13240  2.81065  -0.37860  0.134
H  -1.20763  1.98181  -3.68605  0.079
H  -2.80367  2.60057  -3.19407  0.082
H  -2.66642  0.90982  -3.88655  0.126

For the relative energy (zero: lowest compared OMol25 entry of this formula, charge and spin), the calculation gives 7.161 eV. The value obtained for the HOMO-LUMO gap is 8.49 eV. For the LUMO energy, the calculation gives -0.70 eV. As for the maximum force: 5.6 eV Å⁻¹. The calculation puts the highest occupied orbital energy at -9.1939 eV. The SMILES is CC1=C(O)[C@](C)(C#CCc2ccc([N+](=O)[O-])cc2)SC1=O. The calculated total energy comes out at -1333.08410 a.u.

***

No. 2
# C4H6O2

The molecule C4H6O2 (ωB97M-V/def2-TZVPD, OMol25).

Last column: Löwdin charge in e.
Atoms and positions in Å:
O  2.01645  0.21713  1.36319  0.110
C  1.78362  0.18506  0.19176  -0.342
O  1.18530  -0.87402  -0.49208  -0.001
C  -0.08650  -0.75708  0.09300  -0.327
C  -1.29568  -0.37923  -0.65973  -0.077
C  -0.63164  0.66553  0.19036  -0.105
H  1.97143  0.98558  -0.52831  0.146
H  -0.17844  -1.34522  1.00061  0.155
H  -1.19567  -0.24308  -1.73054  0.116
H  -2.22933  -0.78724  -0.30278  0.105
H  -0.21319  1.50993  -0.36067  0.109
H  -0.98432  0.94095  1.17580  0.111

For the relative energy (zero: lowest compared OMol25 entry of this formula, charge and spin), the calculation gives 2.339 eV. The value obtained for the HOMO-LUMO gap is 11.48 eV. For the LUMO energy, the calculation gives 1.06 eV. As for the maximum force: 1.1 eV Å⁻¹. The calculation puts the highest occupied orbital energy at -10.4240 eV. The SMILES is O=COC1CC1. The calculated total energy comes out at -306.42032 a.u.

***

No. 3
# C12H36InO16P4

A structure of composition C12H36InO16P4 (ωB97M-V/def2-TZVPD, OMol25).

Last column: Löwdin charge in e.
Atoms and positions in Å:
In  0.84278  0.20247  0.77788  1.177
C  -3.14303  -0.34936  2.95650  -0.047
O  -3.38572  -0.62819  1.50052  -0.174
P  -2.47649  -0.01583  0.27163  0.602
O  -1.01307  -0.15853  0.44152  -0.361
O  -2.90870  1.57486  0.07732  -0.257
C  -4.18012  2.13074  -0.32876  -0.024
O  -3.11548  -0.75713  -0.98173  -0.151
C  -2.42522  -0.67714  -2.29552  -0.036
H  -2.99487  -1.28533  3.49513  0.086
H  -4.05060  0.15384  3.28997  0.135
H  -2.32686  0.34909  3.14125  0.086
H  -4.06657  2.35957  -1.38839  0.053
H  -4.42949  3.05639  0.18999  0.125
H  -4.99410  1.40711  -0.37222  0.115
H  -1.35723  -0.74643  -2.08888  0.071
H  -2.74354  0.25982  -2.75254  0.111
H  -2.79127  -1.53050  -2.86638  0.133
C  1.88225  2.21291  -2.46011  -0.020
O  0.41510  2.58299  -2.52256  -0.166
P  -0.58703  1.45026  -1.95275  0.648
O  -0.02551  0.65301  -0.85795  -0.295
O  -1.18128  0.74630  -3.32282  -0.331
C  -0.32990  -0.04206  -4.15674  -0.016
O  -1.88324  2.37993  -1.46053  -0.259
C  -2.39280  3.44583  -2.21170  -0.071
H  2.37822  2.53396  -3.37610  0.125
H  2.13594  1.21233  -2.10999  0.009
H  2.20283  2.95468  -1.72861  0.105
H  -0.36532  0.39015  -5.15676  0.130
H  -0.79438  -1.02474  -4.07486  0.107
H  0.70054  -0.00536  -3.80329  0.060
H  -3.48150  3.43296  -2.16006  0.082
H  -2.02913  3.53814  -3.23508  0.115
H  -2.15558  4.35616  -1.66111  0.121
C  3.16654  -0.95263  -3.39028  -0.053
O  3.89032  -0.00881  -2.60587  -0.172
P  3.77160  0.18204  -1.01258  0.605
O  2.32338  0.22845  -0.58842  -0.294
O  4.60485  -1.15078  -0.52553  -0.161
C  3.85241  -2.36227  -0.32851  -0.073
O  4.74738  1.41073  -0.59670  -0.145
C  4.58438  1.99518  0.64506  -0.080
H  2.73249  -0.70724  -4.35954  0.109
H  2.36976  -1.32223  -2.74479  0.081
H  3.79821  -1.79769  -3.66407  0.118
H  4.12534  -2.98399  -1.18119  0.108
H  2.76296  -2.33598  -0.30605  0.073
H  4.27837  -2.89184  0.52367  0.111
H  5.60924  2.25134  0.91364  0.133
H  4.12768  1.27809  1.32719  0.083
H  3.93869  2.86869  0.55474  0.107
C  -1.81670  -3.19960  1.74480  -0.024
O  -1.79076  -2.51547  3.00439  -0.201
P  -0.79319  -1.29561  3.39929  0.500
O  -0.29486  -0.44629  2.30200  -0.235
O  -1.61223  -0.53657  4.52802  -0.273
C  -0.81064  0.23515  5.46482  -0.008
O  0.34002  -1.97522  4.27086  -0.175
C  1.42414  -2.71898  3.67753  -0.031
H  -2.81847  -3.61089  1.62068  0.126
H  -1.03123  -3.94420  1.87411  0.107
H  -1.65789  -2.56549  0.87258  0.068
H  -0.03745  0.73890  4.88473  0.089
H  -0.40927  -0.34739  6.29406  0.114
H  -1.40011  1.03083  5.92036  0.116
H  1.48609  -2.59557  2.59631  0.065
H  1.27713  -3.77208  3.91726  0.118
H  2.33190  -2.34548  4.15141  0.111

For the relative energy (zero: lowest compared OMol25 entry of this formula, charge and spin), the calculation gives 8.564 eV. The value obtained for the HOMO-LUMO gap is 5.43 eV. For the LUMO energy, the calculation gives -12.36 eV. As for the maximum force: 9.7 eV Å⁻¹. The calculation puts the highest occupied orbital energy at -17.7917 eV. As for the charge: +3. The calculated total energy comes out at -3237.11518 a.u.

***

No. 4
# C9H18CaClNO

A structure of composition C9H18CaClNO (ωB97M-V/def2-TZVPD, OMol25).

Last column: Löwdin charge in e.
Atoms and positions in Å:
Ca  -4.76315  -9.08282  -3.79935  1.356
Cl  -7.11866  -9.57061  -5.27982  -0.381
C  -2.52580  -9.54936  -0.94369  0.003
C  -2.75075  -11.05404  -1.29742  -0.457
C  -2.95497  -11.83771  0.04728  -0.151
C  -4.29417  -11.78728  0.77043  -0.157
C  -5.49453  -11.58551  -0.15823  -0.126
C  -5.26357  -11.93291  -1.64466  -0.495
N  -3.98218  -11.32040  -2.17767  -0.046
O  -3.85253  -11.34497  -3.58641  -0.190
C  -6.46164  -11.41670  -2.42488  -0.096
C  -5.20507  -13.45509  -1.73976  0.008
C  -1.48837  -11.66571  -1.83770  -0.041
H  -2.08516  -9.36133  0.03539  0.103
H  -3.55229  -9.18772  -0.88350  0.069
H  -1.91086  -9.19547  -1.77116  0.085
H  -2.20316  -11.48109  0.75134  0.126
H  -2.78769  -12.90407  -0.10436  0.110
H  -4.15274  -10.97807  1.48686  0.116
H  -4.46168  -12.72247  1.30471  0.122
H  -5.72835  -10.52970  -0.29492  0.103
H  -6.42760  -11.94972  0.27170  0.139
H  -6.70973  -10.35685  -2.36778  0.043
H  -7.41334  -11.86435  -2.13857  0.114
H  -6.35131  -11.64311  -3.48538  0.047
H  -4.44792  -13.81577  -1.04353  0.087
H  -4.86904  -13.70950  -2.74498  0.096
H  -6.19549  -13.90676  -1.68362  0.109
H  -0.99663  -11.23479  -2.70983  0.092
H  -1.76259  -12.69723  -2.05875  0.099
H  -0.67893  -11.67737  -1.10779  0.109

As for the spin multiplicity: 2. The value obtained for the HOMO-LUMO gap (spin up / spin down) is 7.50 / 6.96 eV. For the LUMO energy (spin up / spin down), the calculation gives -5.03 / -5.56 eV. As for the maximum force: 4.7 eV Å⁻¹. The calculation puts the highest occupied orbital energy (spin up / spin down) at -12.5246 / -12.5245 eV. As for the charge: +1. The calculated total energy comes out at -1621.25025 a.u.

***

No. 5
# CH2F2

The molecule CH2F2 (ωB97M-V/def2-TZVPD, OMol25).

Last column: Löwdin charge in e.
Atoms and positions in Å:
C  0.06306  -0.06705  -0.01588  -0.226
H  0.37807  -0.68725  0.89269  0.138
H  0.24729  -0.59026  -0.97926  0.124
F  0.63670  1.13874  -0.07053  0.020
F  -1.32511  0.20582  0.17299  -0.057

For the relative energy (zero: lowest compared OMol25 entry of this formula, charge and spin), the calculation gives 0.163 eV. The value obtained for the HOMO-LUMO gap is 13.59 eV. For the LUMO energy, the calculation gives 1.10 eV. As for the maximum force: 2.0 eV Å⁻¹. The calculation puts the highest occupied orbital energy at -12.4906 eV. The SMILES is FCF. The calculated total energy comes out at -239.01832 a.u.

***

Which value of maximum force does entry 1 give? 5.6 eV Å⁻¹